Record 1
{
  "formula": "C45H75BBrClF6N16O6PS",
  "method": "wB97M-V/def2-TZVPD",
  "homo_energy_ev": -10.15,
  "homo_lumo_gap_ev": 8.5,
  "total_charge": 1,
  "e_lumo_ha": -0.0620,
  "total_energy_ev": -203666.0511,
  "species": ["H", "B", "C", "H", "C", "H", "N", "H", "H", "C", "H", "H", "N", "H", "C", "H", "H", "H", "H", "C", "C", "H", "H", "N", "H", "H", "C", "H", "H", "H", "C", "H", "C", "H", "O", "C", "H", "O", "N", "C", "N", "H", "H", "H", "H", "H", "F", "H", "C", "H", "H", "H", "H", "F", "H", "C", "C", "N", "H", "H", "H", "C", "N", "S", "C", "Br", "C", "H", "H", "N", "N", "C", "C", "H", "C", "H", "N", "C", "H", "C", "C", "O", "C", "C", "Cl", "H", "H", "H", "C", "C", "C", "H", "H", "H", "C", "C", "C", "C", "H", "H", "H", "N", "H", "N", "H", "H", "H", "H", "C", "C", "N", "H", "F", "C", "N", "H", "C", "H", "H", "H", "N", "C", "C", "C", "H", "O", "H", "F", "C", "C", "F", "H", "H", "H", "H", "C", "C", "H", "P", "H", "N", "H", "H", "C", "H", "H", "O", "F", "H", "O", "H", "H", "C"],
  "xyz": [[0.010, -3.159, 1.289], [-0.392, -0.973, -0.046], [6.677, -1.392, -9.940], [6.522, -6.223, -1.725], [-7.939, -1.526, 0.978], [0.633, 3.289, 7.191], [3.419, -0.343, -9.678], [5.214, 9.483, 5.161], [4.619, 4.624, 3.976], [-0.696, -0.488, 4.752], [-0.202, -2.994, -2.502], [6.255, 0.964, -2.558], [5.447, -4.146, 0.404], [3.341, -1.162, 2.995], [4.382, 8.811, 4.958], [-15.745, -3.355, 1.114], [-4.562, 1.662, 8.155], [-2.465, -8.718, 1.536], [4.506, -0.472, -0.463], [-13.015, -1.023, -1.735], [0.967, -0.655, -2.397], [-1.579, 0.218, -1.879], [4.313, 0.348, -6.728], [-1.052, -2.254, -0.351], [7.816, -6.012, -0.529], [1.351, 2.144, -3.004], [-6.541, -2.022, -2.529], [-2.868, -1.213, -0.054], [3.531, 1.807, -7.366], [-2.588, 3.467, -0.759], [3.761, 0.695, -3.552], [-2.283, -1.301, 3.632], [4.656, -0.298, -1.539], [5.328, 1.781, 2.504], [2.179, -0.130, 0.606], [2.182, 0.334, 1.957], [-2.769, -0.136, 4.876], [6.659, 2.011, 4.587], [-6.855, -1.148, 1.072], [-4.790, 0.980, 6.177], [3.393, 0.278, -2.188], [-1.750, -2.898, 1.562], [6.334, 4.341, 3.604], [3.156, 0.875, 4.258], [2.397, 3.132, 7.281], [1.418, -0.088, 2.624], [0.583, 4.547, -3.021], [-15.014, -3.798, -0.440], [2.505, -0.963, -2.384], [-0.992, 3.844, -0.541], [-9.506, -2.775, 1.624], [5.709, -1.165, -10.383], [-5.870, -1.241, -2.884], [1.995, 3.975, -4.598], [-2.261, -1.768, 5.342], [-4.289, 1.965, 7.145], [3.437, 0.126, -8.629], [1.612, 2.591, 4.273], [4.768, 2.441, 5.458], [-10.016, -1.182, 1.037], [2.544, 0.467, -6.756], [-15.877, -3.334, 0.034], [-5.182, 0.209, 5.419], [-0.015, -1.914, -3.291], [-0.984, -3.175, 0.807], [4.836, 4.580, 0.782], [-2.498, -2.052, -0.685], [1.670, 4.634, 6.679], [-13.626, -1.397, -2.554], [0.392, -0.127, 4.836], [-16.117, -0.857, -0.783], [0.392, -0.031, -1.077], [5.532, 4.145, 4.347], [-2.262, -7.458, 2.767], [1.572, 3.550, 6.707], [3.658, 8.886, 5.767], [-1.636, 3.190, -0.976], [4.553, 3.235, -0.664], [0.819, 0.146, -3.154], [3.573, -0.155, 2.592], [3.457, 0.723, -7.287], [2.604, 3.649, -2.492], [-16.012, -1.944, -0.425], [2.703, 1.360, -1.354], [3.996, -3.754, -2.540], [-4.723, 2.941, 6.936], [3.905, 9.108, 4.025], [1.119, 2.800, -1.414], [-1.441, 1.815, -0.431], [5.348, 2.608, 4.535], [-2.576, -7.655, 1.744], [7.048, -0.507, -9.424], [-2.468, 1.439, -0.247], [-0.559, 1.551, -2.410], [-9.325, -2.007, 0.875], [6.014, -5.027, -0.070], [6.745, -6.156, -0.661], [1.597, 0.700, -0.379], [6.163, 1.156, -0.732], [-2.661, -1.847, -1.756], [4.116, 1.462, 0.416], [-5.155, -4.001, -1.514], [-1.219, -4.201, 0.467], [4.011, 0.647, 3.748], [1.100, 1.504, 0.203], [2.656, -1.400, -3.391], [-7.137, -2.384, -3.365], [6.814, -0.244, -1.449], [1.886, 4.439, -3.333], [-5.764, -3.132, -1.955], [5.255, 6.344, 4.766], [-3.004, -2.982, -0.379], [2.716, 0.754, -4.425], [4.608, 1.934, 3.336], [-1.111, -6.268, 0.077], [7.028, 2.203, 3.715], [4.872, 7.430, 4.851], [6.448, -7.083, -0.175], [3.836, 2.643, 2.962], [4.361, -0.274, 1.826], [-11.598, -2.976, -0.716], [1.911, 2.448, -2.104], [-2.087, -0.950, 4.644], [1.594, 3.012, 5.341], [5.825, 4.640, 5.257], [5.202, 3.432, -1.632], [-13.665, -0.604, -0.971], [2.409, 5.671, -3.276], [7.626, -1.793, -10.987], [-1.754, -6.876, 0.810], [4.610, -0.167, -4.164], [1.726, -3.941, -0.197], [2.853, 2.620, 0.361], [-1.508, -0.207, 1.399], [2.177, 1.430, 2.101], [-0.795, 0.925, -1.538], [3.580, 2.113, -0.305], [-12.356, -0.241, -2.111], [2.873, -2.476, -1.271], [-7.197, -1.601, -1.769], [8.369, -2.108, -11.805], [6.557, -2.200, -9.220], [-16.772, -3.897, -0.226], [5.996, 0.495, -1.600], [-0.936, 1.810, 0.550], [-9.500, -2.428, -0.110], [-0.609, -0.548, 1.294], [4.349, 1.879, -3.675], [-3.204, 2.034, 7.075], [1.556, -3.381, -0.971], [4.976, -1.222, -2.052], [-3.623, -7.378, 1.633], [-12.218, -2.118, -1.165]],
  "forces_ev_per_angstrom": [[-0.43, 0.02, -0.22], [-0.51, -1.12, 1.21], [0.18, -0.09, -0.26], [-0.01, 0.01, 0.02], [0.07, 0.06, 0.21], [0.02, -0.02, -0.02], [0.03, 0.09, 0.24], [-0.01, -0.03, 0.00], [0.18, -0.65, 0.16], [-0.10, -0.10, -0.04], [0.38, 0.54, 0.45], [-0.33, 0.15, 0.46], [0.18, -0.25, -0.14], [0.44, 0.30, -0.40], [0.08, -0.29, -0.03], [0.00, 0.01, -0.02], [0.00, 0.00, -0.03], [0.01, 0.03, -0.01], [-0.76, -0.20, -0.74], [0.29, -0.15, 0.09], [-0.31, 0.68, 0.11], [0.40, 0.45, -0.11], [0.00, -0.01, -0.04], [-0.05, 0.40, -0.22], [-0.02, 0.01, 0.01], [0.43, -0.56, 0.46], [0.15, -0.27, 0.13], [-0.46, -0.38, -0.41], [-0.01, -0.02, -0.01], [0.32, 0.36, -0.06], [0.93, 1.04, -4.26], [0.02, -0.02, 0.02], [3.07, 0.34, 0.71], [-0.22, -0.08, 0.46], [-0.13, -0.04, -0.95], [2.47, -0.01, 1.68], [-0.03, -0.06, -0.04], [-0.53, -0.06, 0.66], [-0.38, -0.13, -0.19], [-0.05, 0.11, 0.11], [0.59, -1.21, 0.19], [0.45, -0.12, -0.06], [-0.40, -0.07, 0.31], [0.28, -0.15, 0.17], [-0.01, -0.01, -0.03], [-0.21, 0.08, -0.89], [0.44, -0.43, -0.15], [-0.01, 0.01, 0.02], [-3.11, -2.20, -1.48], [-0.28, 0.05, -0.03], [0.00, -0.01, -0.04], [0.01, -0.01, 0.02], [0.01, -0.03, 0.01], [-0.40, 0.22, 0.42], [-0.01, 0.02, -0.01], [-0.12, -0.19, -0.18], [-0.01, 0.07, 0.11], [-0.05, 0.33, 0.17], [0.57, -0.38, -0.19], [0.02, -0.01, -0.02], [-0.01, -0.02, -0.09], [-0.02, 0.27, -0.10], [0.14, 0.18, 0.17], [0.13, 0.02, -0.68], [-0.45, -0.11, 0.03], [-0.46, -0.63, -0.11], [0.73, -0.15, 0.45], [0.02, -0.02, -0.02], [-0.02, 0.01, 0.04], [-0.22, -0.17, 0.06], [0.04, -0.28, 0.10], [0.70, 0.19, -0.88], [-0.15, -2.91, -0.63], [0.01, 0.00, -0.03], [0.01, -0.12, -0.25], [0.02, 0.00, -0.01], [0.04, -0.58, 0.51], [0.84, 0.76, -0.48], [0.26, -0.45, 0.31], [-1.45, -0.49, 0.63], [-0.01, -0.09, -0.38], [0.01, -0.31, 0.45], [-0.11, -0.12, 0.07], [-0.78, 1.50, 1.84], [-0.75, 0.73, -0.38], [0.00, -0.03, -0.01], [0.02, -0.01, 0.02], [0.49, -0.47, -0.13], [-0.71, 0.46, -0.65], [0.50, 0.62, -1.78], [0.13, 0.15, -0.18], [0.01, -0.01, -0.03], [0.60, -0.04, 0.06], [0.06, -0.16, 0.37], [0.60, 0.20, 0.10], [0.04, 0.00, 0.12], [-0.16, 0.22, 0.09], [-1.61, -0.14, 0.77], [-0.38, 0.11, -0.74], [0.05, -0.09, 0.43], [-0.27, 0.11, -0.55], [-0.11, 0.16, -0.07], [0.30, 0.73, 0.13], [0.12, 0.30, -1.26], [0.63, 0.13, -0.69], [0.43, 0.76, 0.38], [0.02, -0.01, 0.02], [-0.75, 0.00, -0.15], [0.69, 0.82, -0.13], [-0.12, 0.16, -0.09], [-0.33, 4.30, 0.30], [-0.12, 0.55, -0.43], [-0.15, -0.19, 1.57], [-0.59, 0.48, 0.67], [-0.08, -0.38, 0.13], [0.15, -0.06, 0.27], [-0.06, 0.04, 0.02], [0.00, 0.03, 0.00], [0.26, -0.24, 0.06], [-0.20, 0.25, 0.34], [-0.39, 0.13, -0.21], [-1.62, 0.73, -0.90], [0.39, 0.12, 0.01], [0.00, 0.09, 0.12], [0.13, -1.00, 0.11], [-0.49, -0.74, 0.18], [-0.01, 0.00, -0.05], [-0.15, -0.73, -0.19], [-0.06, 0.03, 0.12], [-0.07, -0.13, 0.04], [-0.51, -0.23, 1.36], [0.03, 0.19, -0.05], [0.26, -0.30, -0.44], [0.05, -0.34, 0.22], [-0.36, -0.31, -0.70], [-0.21, -0.86, 0.80], [0.32, 0.65, 0.81], [0.02, -0.05, 0.00], [2.12, -0.77, 2.52], [0.05, -0.02, 0.02], [-0.13, 0.06, 0.16], [0.00, 0.00, -0.03], [0.01, 0.03, 0.00], [0.70, -0.03, 0.42], [0.09, -0.04, -0.51], [0.02, -0.03, 0.05], [0.63, 0.97, -1.01], [-0.43, -0.38, 1.36], [-0.02, -0.01, 0.00], [-0.15, 0.70, -1.18], [-1.21, 0.20, 0.16], [0.03, 0.01, -0.02], [-0.10, 0.06, -0.09]]
}

=====

Record 2
{
  "formula": "C34H44GeN4SeTeW",
  "method": "wB97M-V/def2-TZVPD",
  "de_lowest_ev": 0.045,
  "homo_energy_ev": -13.48,
  "homo_lumo_gap_ev": 8.0,
  "total_charge": 2,
  "e_lumo_ha": -0.2022,
  "total_energy_ev": -172900.0803,
  "species": ["C", "H", "H", "C", "C", "C", "H", "H", "N", "H", "H", "H", "H", "H", "C", "C", "C", "H", "H", "H", "H", "W", "C", "Ge", "H", "H", "H", "H", "C", "C", "Se", "C", "H", "C", "C", "C", "H", "H", "C", "C", "N", "C", "H", "H", "H", "N", "H", "H", "H", "H", "H", "C", "H", "C", "H", "C", "C", "H", "C", "H", "H", "C", "N", "C", "H", "C", "C", "C", "C", "H", "H", "H", "H", "H", "Te", "C", "C", "C", "H", "H", "C", "H", "C", "C", "H", "H"],
  "xyz": [[-2.743, -0.637, 0.308], [-3.102, -3.647, 4.521], [-3.522, 0.887, 2.366], [-3.389, -1.909, 5.746], [-3.328, 2.687, 3.496], [-1.306, -3.478, -5.112], [-3.581, -0.206, -3.910], [1.128, -3.696, -1.578], [1.870, -1.844, 0.855], [3.367, 0.067, -0.259], [2.581, 1.351, 4.174], [2.712, -3.536, 4.932], [-1.422, -3.993, -4.157], [-0.061, 2.558, 0.663], [-2.588, 2.455, 1.214], [1.089, -2.950, -2.369], [-2.171, 3.783, 1.235], [2.100, -2.437, 0.061], [2.956, -0.837, 2.193], [-1.850, 1.071, 5.300], [-2.252, -0.967, -7.328], [0.274, -0.334, 0.207], [-1.856, -4.104, 0.843], [-1.684, -1.574, -4.939], [-2.014, -3.925, -5.811], [4.594, 0.305, 5.133], [-0.304, -3.657, -5.501], [-0.296, 1.675, -1.907], [-3.174, 1.914, 2.354], [1.557, -1.894, 4.182], [-0.381, -1.740, -1.989], [-1.910, -2.003, 3.847], [2.027, -2.402, -2.451], [-1.564, -0.676, 4.068], [-2.881, -3.168, 0.664], [2.691, -2.472, 4.738], [-0.523, -0.755, -7.049], [-1.991, 5.586, 2.379], [-0.331, -0.782, -3.682], [-3.032, -0.585, 5.967], [-0.895, -2.053, 0.751], [-2.479, 1.653, -0.066], [-3.459, -0.036, 6.796], [-1.906, 2.220, -0.792], [1.374, -2.427, 1.530], [3.148, -1.462, 1.415], [2.240, 1.544, 1.637], [-4.210, -1.672, -4.657], [-3.026, 4.608, 4.402], [-3.473, 1.514, -0.498], [0.869, -3.453, -3.307], [0.468, 1.410, -1.200], [-3.811, -0.447, 0.241], [-2.898, 4.006, 3.513], [-1.747, 4.231, 0.342], [-2.263, -1.931, 0.604], [-0.666, -3.396, 0.882], [-3.800, 2.258, 4.371], [1.622, 0.628, -1.494], [-3.423, -1.774, -3.083], [4.668, -2.138, 5.501], [-1.511, -0.607, -6.615], [-1.887, 0.311, 0.119], [-2.120, 0.036, 5.128], [-1.955, -5.172, 0.945], [0.591, 1.874, 0.149], [1.525, -0.519, 3.963], [-2.318, 4.555, 2.379], [-2.828, -2.614, 4.691], [-4.103, -2.391, 6.399], [1.840, 0.154, -2.437], [-1.672, 0.461, -6.470], [-0.618, 0.251, -3.490], [-3.939, -3.357, 0.588], [-0.108, 0.397, 2.991], [3.750, -0.313, 4.855], [-3.396, -1.272, -4.052], [2.444, 0.610, -0.366], [0.688, -0.798, -4.069], [0.695, -2.509, 3.955], [2.615, 0.276, 4.308], [3.575, -2.292, 1.821], [3.790, -1.684, 5.063], [1.812, 1.344, 0.667], [0.318, -3.820, 1.006], [-1.474, -2.571, 3.038]],
  "forces_ev_per_angstrom": [[-0.01, 0.01, 0.02], [0.00, 0.00, 0.00], [-0.02, -0.02, -0.02], [-0.01, 0.02, -0.01], [-0.03, 0.02, -0.01], [-0.01, 0.00, 0.01], [0.01, 0.00, 0.00], [0.00, 0.00, 0.00], [0.01, -0.10, 0.03], [0.03, -0.02, -0.01], [0.00, 0.00, 0.01], [0.00, 0.00, 0.00], [0.01, -0.01, 0.00], [-0.02, 0.03, 0.01], [0.01, -0.01, -0.01], [0.01, 0.00, 0.01], [0.00, -0.02, -0.02], [-0.08, 0.00, 0.04], [0.02, -0.01, -0.04], [0.03, -0.03, 0.02], [0.00, 0.00, 0.00], [0.05, 0.31, 0.32], [0.04, -0.03, 0.03], [0.01, 0.01, -0.02], [-0.01, 0.01, 0.00], [0.00, 0.00, 0.00], [0.00, 0.01, 0.00], [-0.02, 0.01, 0.00], [0.04, 0.01, 0.02], [0.00, 0.02, 0.08], [0.09, 0.02, -0.08], [0.02, -0.01, -0.02], [0.00, 0.00, 0.00], [-0.06, 0.06, -0.01], [-0.01, 0.03, 0.04], [-0.03, -0.01, 0.02], [0.00, 0.00, 0.00], [-0.01, 0.00, 0.00], [-0.04, -0.01, 0.03], [-0.01, -0.04, 0.01], [0.02, -0.06, 0.05], [-0.01, -0.03, 0.05], [-0.01, 0.00, 0.00], [0.05, 0.01, -0.05], [0.06, 0.07, 0.00], [0.03, 0.03, -0.11], [-0.01, 0.00, -0.02], [0.00, 0.00, 0.00], [0.00, 0.00, 0.00], [0.00, 0.02, 0.00], [-0.01, 0.00, 0.00], [0.01, -0.06, 0.00], [0.00, 0.01, 0.00], [0.01, 0.00, 0.01], [0.01, -0.01, 0.00], [0.00, -0.06, 0.00], [-0.01, 0.03, -0.08], [-0.02, 0.02, -0.02], [-0.07, 0.04, -0.08], [0.00, 0.01, 0.00], [0.00, 0.00, 0.00], [0.01, 0.00, 0.01], [-0.04, -0.03, -0.08], [0.01, -0.01, -0.01], [0.00, 0.00, 0.00], [-0.03, 0.04, -0.03], [0.03, -0.02, -0.07], [0.00, -0.01, 0.00], [0.00, 0.01, -0.01], [0.00, 0.00, 0.00], [0.00, 0.01, 0.02], [0.00, 0.00, 0.00], [0.01, -0.01, 0.01], [0.00, 0.00, 0.00], [0.01, -0.06, -0.01], [0.00, -0.01, 0.00], [0.01, -0.01, -0.01], [-0.03, 0.00, 0.09], [-0.01, -0.01, -0.03], [-0.01, -0.02, 0.01], [-0.01, 0.00, 0.02], [0.00, 0.02, -0.02], [0.01, 0.01, 0.01], [0.05, -0.14, -0.08], [-0.04, -0.04, -0.01], [-0.03, 0.03, 0.02]]
}

=====

Record 3
{
  "formula": "C3H8O2",
  "method": "wB97M-V/def2-TZVPD",
  "de_lowest_ev": 3.374,
  "homo_energy_ev": -9.00,
  "homo_lumo_gap_ev": 9.3,
  "total_charge": 0,
  "e_lumo_ha": 0.0093,
  "total_energy_ev": -7332.6765,
  "species": ["H", "H", "H", "O", "H", "H", "C", "C", "H", "C", "H", "O", "H"],
  "xyz": [[2.157, -0.421, 0.017], [2.144, 1.097, 0.923], [-1.197, 0.860, -1.095], [-2.059, 0.055, -1.018], [-2.123, -0.353, -1.904], [-1.391, -1.253, 0.552], [1.629, 0.134, 0.799], [0.163, 0.420, 0.385], [-0.111, -1.384, -0.785], [-0.650, -0.769, -0.057], [1.720, -0.414, 1.749], [0.041, 1.110, -0.814], [-0.322, 0.918, 1.249]],
  "forces_ev_per_angstrom": [[-0.11, 0.05, 0.04], [-0.28, -0.21, -0.09], [1.85, 0.36, 0.33], [1.36, -1.16, 0.64], [0.18, 0.06, 0.55], [0.09, -0.40, 0.36], [-0.30, -0.07, -0.25], [-0.50, -0.08, -0.35], [-0.46, 0.20, 0.06], [-1.17, 0.03, -0.51], [-0.21, 0.11, -0.27], [-0.43, 1.13, -0.25], [-0.02, -0.01, -0.27]]
}

=====

Copy entry 3 word for word.
{
  "formula": "C3H8O2",
  "method": "wB97M-V/def2-TZVPD",
  "de_lowest_ev": 3.374,
  "homo_energy_ev": -9.00,
  "homo_lumo_gap_ev": 9.3,
  "total_charge": 0,
  "e_lumo_ha": 0.0093,
  "total_energy_ev": -7332.6765,
  "species": ["H", "H", "H", "O", "H", "H", "C", "C", "H", "C", "H", "O", "H"],
  "xyz": [[2.157, -0.421, 0.017], [2.144, 1.097, 0.923], [-1.197, 0.860, -1.095], [-2.059, 0.055, -1.018], [-2.123, -0.353, -1.904], [-1.391, -1.253, 0.552], [1.629, 0.134, 0.799], [0.163, 0.420, 0.385], [-0.111, -1.384, -0.785], [-0.650, -0.769, -0.057], [1.720, -0.414, 1.749], [0.041, 1.110, -0.814], [-0.322, 0.918, 1.249]],
  "forces_ev_per_angstrom": [[-0.11, 0.05, 0.04], [-0.28, -0.21, -0.09], [1.85, 0.36, 0.33], [1.36, -1.16, 0.64], [0.18, 0.06, 0.55], [0.09, -0.40, 0.36], [-0.30, -0.07, -0.25], [-0.50, -0.08, -0.35], [-0.46, 0.20, 0.06], [-1.17, 0.03, -0.51], [-0.21, 0.11, -0.27], [-0.43, 1.13, -0.25], [-0.02, -0.01, -0.27]]
}